1.
{"formula": "C5H4N2O2", "method": "ωB97M-V/def2-TZVPD", "smiles": "[H]/N=C1\\C=CC(C(=O)O)=N1", "total_charge": 0, "spin_multiplicity": 1, "species": ["H", "N", "C", "C", "C", "C", "C", "O", "O", "N", "H", "H", "H"], "xyz": [[-3.284, -0.723, -0.378], [-2.508, -1.264, -0.220], [-1.511, -0.541, 0.094], [-1.414, 0.922, 0.229], [-0.188, 1.180, 0.008], [0.498, -0.098, -0.136], [2.037, -0.305, -0.129], [2.484, 0.833, -0.125], [2.619, -1.529, 0.220], [-0.349, -1.056, 0.126], [-2.210, 1.550, 0.635], [0.285, 2.094, -0.162], [3.540, -1.063, -0.162]]}


2.
{"formula": "C5H4N2O2", "method": "ωB97M-V/def2-TZVPD", "smiles": "CC(=C=N)C#N.O=C=O", "total_charge": 0, "spin_multiplicity": 1, "species": ["C", "C", "C", "N", "C", "N", "H", "H", "H", "H", "O", "C", "O"], "xyz": [[-0.705, -1.075, 0.193], [-0.908, -0.100, -0.912], [-0.166, 0.926, -1.209], [0.636, 1.557, -1.859], [-2.173, 0.110, -1.536], [-3.193, 0.335, -2.005], [-1.679, -1.762, 0.193], [-0.425, -0.714, 1.169], [0.082, -1.718, -0.191], [0.793, 2.521, -1.621], [-0.406, -0.328, -3.862], [0.198, -1.033, -3.187], [1.000, -1.613, -2.583]]}


| no. | orbital gap (eV) | HOMO level (eV) |
| --- | --- | --- |
| 1 | 8.981 | -10.24 |
| 2 | 9.715 | -9.55 |